[1]
ORCA calculation (the ωB97M-V functional and the def2-TZVPD basis) on a cluster of 2 separate species, C3H7O in total.

The geometry in XYZ format:
```
11
C3H7O | OMol25 | the ωB97M-V functional and the def2-TZVPD basis
O 0.692 2.619 0.993
H 1.182 1.811 0.800
C 0.496 -0.796 0.730
C 0.079 -0.691 -0.578
C -1.122 -1.112 -1.065
H 1.506 -0.531 1.026
H -0.094 2.499 0.450
H -0.194 -1.012 1.534
H 0.760 -0.261 -1.304
H -1.378 -1.003 -2.106
H -1.926 -1.521 -0.480
```

Properties
multiplicity = 2
energy above the lowest of the compared OMol25 structures with the same formula, charge and spin = 0.000 eV
charge = 0
E = -193.66421 hartree

---

[2]
ORCA calculation (the ωB97M-V functional and the def2-TZVPD basis) on a cluster of 3 separate species, C3H7O2 in total in a non-equilibrium geometry.

The geometry in XYZ format:
```
12
C3H7O2 | OMol25 | the ωB97M-V functional and the def2-TZVPD basis
C 1.070 0.793 -0.291
O 2.067 1.446 -0.136
H 0.135 0.702 0.298
H 0.942 0.028 -1.093
H 3.316 1.088 -3.071
C -1.593 -0.452 1.859
C -1.925 -1.039 0.605
O -2.175 -0.462 -0.469
H -2.203 -0.417 2.754
H -0.656 0.062 2.075
H -2.026 -2.145 0.595
H 3.048 0.396 -3.127
```

Properties
energy above the lowest of the compared OMol25 structures with the same formula, charge and spin = 4.866 eV
charge = -1
E = -268.86120 hartree

---

[3]
ORCA calculation (the ωB97M-V functional and the def2-TZVPD basis) on a cluster of 3 separate species, C3H7O2 in total.

The geometry in XYZ format:
```
12
C3H7O2 | OMol25 | the ωB97M-V functional and the def2-TZVPD basis
C -0.347 1.745 -0.039
O -0.818 2.859 0.042
H -0.757 0.859 0.462
H 0.565 1.575 -0.630
H -2.099 0.717 -3.038
C 1.129 -1.898 1.204
C 0.235 -1.782 0.160
O 0.283 -0.970 -0.818
H 0.866 -2.611 1.979
H 1.962 -1.209 1.265
H -0.617 -2.498 0.189
H -2.368 0.054 -2.798
```

Properties
energy above the lowest of the compared OMol25 structures with the same formula, charge and spin = 3.120 eV
charge = -1
E = -268.92534 hartree

---

[4]
ORCA calculation (the ωB97M-V functional and the def2-TZVPD basis) on the ion C3H7O2 with charge +1 in a non-equilibrium geometry.

The geometry in XYZ format:
```
12
C3H7O2 | OMol25 | the ωB97M-V functional and the def2-TZVPD basis
C 2.128 -0.026 -0.117
C -1.314 -0.559 -0.017
C -0.133 0.249 0.585
O 0.025 1.525 0.095
O 1.131 -0.518 0.404
H 2.966 -0.741 -0.206
H 1.851 0.852 -0.816
H -1.146 -0.921 -1.134
H -2.216 -0.080 0.307
H -1.456 -1.620 0.461
H -0.158 0.384 1.662
H -0.615 1.793 -0.505
```

Properties
energy above the lowest of the compared OMol25 structures with the same formula, charge and spin = 1.388 eV
charge = +1
E = -268.62901 hartree

---

[5]
ORCA calculation (the ωB97M-V functional and the def2-TZVPD basis) on the molecule C3H7O2P in a non-equilibrium geometry.

The geometry in XYZ format:
```
13
C3H7O2P | OMol25 | the ωB97M-V functional and the def2-TZVPD basis
O 2.066 -1.239 0.036
C 1.336 -0.229 0.526
O 1.333 1.083 -0.067
C 0.266 0.313 -0.368
C -1.057 0.855 0.301
P -2.355 -0.555 0.106
H 2.688 -0.868 -0.549
H 1.347 -0.176 1.590
H 0.268 -0.146 -1.382
H -1.146 1.815 -0.155
H -0.738 0.910 1.307
H -1.352 -1.440 -0.105
H -2.655 -0.324 -1.241
```

Properties
energy above the lowest of the compared OMol25 structures with the same formula, charge and spin = 3.119 eV
charge = 0
E = -610.24337 hartree
structure (SMILES) = O[C@H]1O[C@@H]1CP

---

[6]
ORCA calculation (the ωB97M-V functional and the def2-TZVPD basis) on a cluster of 2 separate species, C3H7O2S2 in total in a non-equilibrium geometry.

The geometry in XYZ format:
```
14
C3H7O2S2 | OMol25 | the ωB97M-V functional and the def2-TZVPD basis
O 0.222 -2.393 -0.558
C -0.187 -1.878 -1.655
O -0.582 -0.717 -1.933
H -0.178 -2.527 -2.540
C -2.170 1.185 -0.254
C -0.712 1.684 -0.097
S 0.076 1.034 1.466
S 1.740 -0.067 0.791
H -2.819 1.450 0.616
H -2.146 0.079 -0.250
H -2.688 1.512 -1.179
H -0.704 2.800 -0.044
H -0.160 1.251 -0.973
H 0.941 -1.114 0.228
```

Properties
energy above the lowest of the compared OMol25 structures with the same formula, charge and spin = 0.280 eV
charge = -1
E = -1065.42597 hartree

---

[7]
ORCA calculation (the ωB97M-V functional and the def2-TZVPD basis) on a cluster of 2 separate species, C3H7O3 in total in a non-equilibrium geometry.

The geometry in XYZ format:
```
13
C3H7O3 | OMol25 | the ωB97M-V functional and the def2-TZVPD basis
C 0.047 2.136 -0.651
C 0.784 1.274 0.443
O 1.217 0.174 -0.017
O 1.047 1.821 1.522
H -0.824 1.669 -1.106
H 0.867 2.361 -1.332
H -0.260 3.086 -0.208
C -0.681 -2.256 -0.010
O 0.170 -2.064 1.071
H 0.563 -1.180 1.100
H -1.531 -2.878 0.353
H -1.133 -1.312 -0.314
H -0.266 -2.830 -0.849
```

Properties
energy above the lowest of the compared OMol25 structures with the same formula, charge and spin = 0.928 eV
charge = -1
E = -344.27613 hartree

---

[8]
ORCA calculation (the ωB97M-V functional and the def2-TZVPD basis) on a cluster of 2 separate species, C3H7O3 in total in a non-equilibrium geometry.

The geometry in XYZ format:
```
13
C3H7O3 | OMol25 | the ωB97M-V functional and the def2-TZVPD basis
C -1.243 -0.231 -0.182
O -0.757 -1.462 -0.608
C -0.849 -0.004 1.286
H -2.348 -0.232 -0.309
H -0.827 0.597 -0.820
H -1.287 0.911 1.789
H 0.226 -0.005 1.340
H -1.243 -0.877 1.854
O 1.334 1.641 -0.629
C 2.014 0.642 -0.955
O 1.708 -0.600 -0.724
H 3.045 0.861 -1.320
H 0.226 -1.240 -0.721
```

Properties
energy above the lowest of the compared OMol25 structures with the same formula, charge and spin = 0.760 eV
charge = -1
E = -344.28231 hartree